Version A
The following is a DFT calculation (ωB97M-V with the def2-TZVPD basis set) of 2 unconnected molecules or ions with the total composition C9H13NO2.

## Properties
SMILES: Cc1ccc(O)cc1.CC(N)=O
LUMO in eV: 0.60

XYZ file:
```
25
Properties=species:S:1:pos:R:3:nbo_charge:R:1
C -2.59 -1.70 -0.45 -0.75
C -3.48 -0.59 0.08 0.68
O -4.42 -0.19 -0.56 -0.60
N -3.07 0.02 1.25 -0.83
H -3.28 1.00 1.35 0.40
H -2.17 -0.31 1.55 0.39
H -2.30 -2.46 0.30 0.22
H -1.61 -1.47 -0.84 0.24
H -3.18 -2.36 -1.07 0.24
C 2.46 0.61 -2.41 -0.64
C 0.18 1.05 0.53 -0.28
C 0.95 0.59 1.60 0.29
C 0.65 1.02 -0.76 -0.18
C 2.00 0.71 -0.99 -0.05
C 2.25 0.12 1.36 -0.29
C 2.66 0.04 0.03 -0.17
O 0.30 0.41 2.81 -0.67
H -0.82 1.34 0.84 0.22
H 0.01 1.17 -1.62 0.22
H 2.85 -0.34 2.14 0.21
H 1.02 0.35 3.43 0.48
H 2.25 1.39 -3.14 0.23
H 2.30 -0.37 -2.87 0.22
H 3.48 -0.64 -0.17 0.21
H 3.57 0.62 -2.39 0.22
```



Version B
The following is a DFT calculation (ωB97M-V with the def2-TZVPD basis set) of a single C9H13NO2 molecule.

## Properties
SMILES: CCCn1ccc(=O)c(O)c1C
LUMO in eV: 0.66

XYZ file:
```
25
Properties=species:S:1:pos:R:3:nbo_charge:R:1
C -2.24 0.44 1.14 -0.60
C -2.11 -1.01 0.36 -0.44
C -1.39 -0.57 -0.87 -0.23
C 0.65 -1.62 -0.43 0.03
C 1.88 -1.94 -0.09 -0.38
C 2.96 -0.79 0.11 0.50
C 2.25 0.60 -0.31 0.17
C 0.81 0.69 -0.42 0.14
C -0.02 2.09 -0.26 -0.70
H -2.40 0.28 2.27 0.22
H -1.11 0.91 1.08 0.19
H -3.13 1.16 0.46 0.22
H -3.13 -1.28 -0.05 0.21
H -1.75 -1.92 1.05 0.24
H -1.83 0.32 -1.44 0.23
H -1.67 -1.29 -1.52 0.21
H -0.15 -2.42 -0.31 0.20
H 1.93 -3.06 -0.01 0.24
H 4.11 1.49 -0.04 0.52
H -0.48 2.61 -1.21 0.23
H 0.62 3.10 0.01 0.26
H -0.93 1.88 0.58 0.23
N 0.07 -0.42 -0.77 -0.40
O 4.05 -0.90 0.67 -0.60
O 3.01 1.66 0.01 -0.70
```



Order from most stable to least stable according to the calculation: version A, version B



Version A
The following is a DFT calculation (ωB97M-V with the def2-TZVPD basis set) of 2 unconnected molecules or ions with the total composition C5H8N2O3.

## Properties
SMILES: O=C[C@H]1NC(=O)N2C[C@@H]12.O
LUMO in eV: 0.34

XYZ file:
```
18
Properties=species:S:1:pos:R:3:nbo_charge:R:1
O 1.28 -1.41 2.39 -0.50
C 1.50 -0.42 1.75 0.43
C 0.90 -0.14 0.38 -0.17
N -0.15 -1.05 0.00 -0.64
C -1.32 -0.43 -0.37 0.78
O -2.38 -0.95 -0.64 -0.56
N -1.14 0.99 -0.24 -0.42
C -1.00 1.42 1.17 -0.24
C 0.19 1.22 0.32 -0.10
H 2.18 0.38 2.13 0.12
H 1.74 -0.15 -0.34 0.21
H -0.07 -2.05 0.07 0.43
H -1.34 2.44 1.36 0.22
H -1.23 0.68 1.94 0.21
H 0.75 2.07 -0.07 0.22
H 0.13 -1.40 -2.68 0.47
O -0.30 -0.97 -3.48 -0.93
H 0.27 -0.22 -3.68 0.47
```



Version B
The following is a DFT calculation (ωB97M-V with the def2-TZVPD basis set) of a molecular structure, C5H8N2O3.

## Properties
LUMO in eV: 0.69

XYZ file:
```
18
Properties=species:S:1:pos:R:3:nbo_charge:R:1
O 0.38 2.40 1.88 -0.55
C -0.57 1.64 1.96 0.67
N -0.17 -0.43 1.33 -0.85
C 1.03 -0.92 0.64 -0.26
C 0.86 -0.85 -0.84 0.06
C 1.34 0.05 -1.74 0.05
O 0.56 -0.02 -2.84 -0.41
C -0.27 -1.05 -2.63 0.32
N -0.07 -1.65 -1.50 -0.47
H -1.12 1.45 2.91 0.15
H -0.72 -1.17 1.75 0.37
H 1.88 -0.29 0.93 0.21
H 1.25 -1.95 0.94 0.21
H 2.10 0.82 -1.70 0.22
H -1.06 -1.22 -3.36 0.20
H -1.09 0.11 0.53 0.46
O -1.70 1.59 0.68 -0.86
H -2.64 1.49 1.05 0.48
```



Version C
The following is a DFT calculation (ωB97M-V with the def2-TZVPD basis set) of a single C5H8N2O3 molecule.

## Properties
LUMO (alpha / beta) in eV: 0.05 / 0.05

XYZ file:
```
18
Properties=species:S:1:pos:R:3:nbo_charge:R:1
C -0.43 -0.43 0.48 0.63
C 1.74 -0.48 -1.43 0.14
C -1.13 0.86 1.14 -0.04
C -1.07 2.12 0.35 -0.65
C -1.70 0.68 2.32 -0.33
N 2.36 -1.39 -2.09 -0.05
N 0.58 -0.80 -0.58 -0.18
O -0.95 -1.45 0.93 -0.61
O 3.35 -1.19 -2.84 -0.54
O 0.47 -2.20 -0.76 -0.60
H 2.03 0.56 -1.49 0.21
H -1.44 1.95 -0.66 0.23
H -0.04 2.46 0.27 0.22
H -1.66 2.90 0.81 0.23
H -1.68 -0.26 2.83 0.23
H 2.03 -2.36 -1.98 0.40
H -2.24 1.49 2.79 0.21
H -0.21 -2.46 -0.08 0.51
```



Order from most stable to least stable according to the calculation: version A, version B, version C